[1]
{"formula": "C6H20CoN5O4", "method": "wB97M-V/def2-TZVPD", "s_squared": 3.756, "charge": 1, "fmax_ev_per_a": 8.823, "multiplicity": 4, "relative_energy_kj_mol": 591.4, "e_tot_ha": -2197.5914, "symbols": ["Co", "O", "H", "C", "C", "C", "O", "C", "N", "H", "H", "H", "H", "H", "H", "H", "H", "H", "H", "H", "C", "O", "N", "N", "H", "H", "H", "H", "C", "O", "N", "N", "H", "H", "H", "H"], "positions_angstrom": [[-2.714, -3.127, 2.208], [-3.243, -0.608, 0.052], [-3.703, 0.225, -0.168], [3.259, -1.601, 1.592], [2.723, -0.932, 2.930], [3.185, 0.560, 2.924], [2.497, 1.266, 3.902], [2.735, 2.628, 3.844], [1.255, -0.817, 2.748], [2.816, -1.118, 0.721], [3.068, -2.674, 1.567], [4.332, -1.413, 1.563], [2.877, -1.565, 3.804], [2.921, 0.890, 1.920], [4.262, 0.724, 2.955], [2.449, 2.979, 2.852], [3.707, 3.022, 4.140], [1.934, 3.043, 4.456], [1.249, -0.051, 3.407], [1.163, -0.237, 1.927], [-4.818, -2.064, -4.941], [-5.341, -1.692, -5.958], [-4.915, -1.360, -3.917], [-4.158, -3.156, -4.834], [-5.075, -0.403, -4.196], [-4.589, -1.563, -2.983], [-4.084, -3.683, -5.692], [-3.651, -3.240, -3.965], [0.354, 2.356, -1.634], [1.143, 3.223, -1.888], [-0.569, 2.424, -0.770], [0.251, 1.310, -2.354], [-0.732, 3.315, -0.323], [-1.183, 1.623, -0.755], [0.934, 1.171, -3.085], [-0.338, 0.547, -2.051]], "forces_ev_per_angstrom": [[0.2, 0.3, 0.0], [0.1, -0.1, 0.1], [-0.1, 0.0, 0.1], [0.5, 0.6, 1.8], [0.1, -0.3, -3.2], [0.9, -1.6, -0.3], [0.6, -0.9, 0.5], [-1.8, 1.3, -0.2], [0.1, 0.3, 1.0], [-0.1, 0.0, 0.1], [0.0, 0.1, 0.0], [0.1, -0.3, -0.3], [0.5, 0.4, 0.1], [-0.3, 0.4, -0.3], [0.3, -0.2, 0.5], [0.5, 0.2, -0.4], [0.2, -0.5, 0.0], [0.4, 0.3, 0.4], [-2.0, 0.2, 1.0], [-0.2, -0.2, -0.8], [-1.2, -1.0, -4.8], [-0.8, 0.5, -2.6], [-0.6, 5.6, 6.8], [2.1, -3.9, 0.5], [-0.4, 0.1, 0.8], [0.1, 0.0, -0.4], [0.5, -0.4, 0.6], [0.4, -1.0, -0.8], [2.6, 2.8, -1.9], [1.8, 1.9, 0.1], [-4.2, 0.6, 5.0], [0.3, -5.6, -3.6], [-0.3, -0.5, 0.1], [-0.4, 0.9, 0.7], [-0.2, -0.2, 0.2], [0.4, 0.0, -0.6]]}

[2]
{"formula": "C27H19Cl4N6O7S2W", "method": "wB97M-V/def2-TZVPD", "charge": 1, "fmax_ev_per_a": 0.309, "multiplicity": 1, "relative_energy_kj_mol": 55.8, "e_tot_ha": -4599.7236, "symbols": ["W", "Cl", "C", "C", "Cl", "C", "Cl", "C", "O", "C", "O", "C", "Cl", "O", "C", "O", "C", "C", "N", "N", "C", "C", "O", "O", "H", "H", "H", "S", "N", "C", "C", "C", "C", "C", "N", "C", "C", "N", "C", "C", "C", "C", "C", "N", "H", "H", "H", "H", "H", "H", "C", "C", "O", "C", "C", "H", "H", "H", "H", "H", "H", "H", "H", "H", "H", "S"], "positions_angstrom": [[-0.467, -0.594, 1.204], [0.881, 4.280, 5.790], [0.126, 3.316, 4.592], [-1.194, 3.584, 4.205], [-2.063, 4.872, 4.929], [-1.816, 2.805, 3.227], [-3.413, 3.100, 2.674], [-1.092, 1.766, 2.677], [-1.514, 0.933, 1.706], [0.205, 1.498, 3.052], [0.746, 0.485, 2.361], [0.841, 2.267, 4.009], [2.466, 1.909, 4.428], [5.932, -1.230, 1.411], [4.972, -1.932, 0.787], [5.190, -2.586, -0.183], [3.607, -1.883, 1.409], [3.193, -2.460, 2.593], [1.858, -2.303, 2.677], [1.403, -1.658, 1.609], [2.434, -1.375, 0.837], [2.100, -0.524, -0.346], [2.891, -0.157, -1.160], [0.805, -0.222, -0.313], [5.558, -0.675, 2.107], [3.746, -2.984, 3.356], [1.218, -2.577, 3.409], [-3.420, -3.520, -5.374], [-3.678, -2.111, -4.637], [-2.955, -2.130, -3.527], [-2.887, -1.063, -2.550], [-3.612, 0.126, -2.681], [-3.489, 1.071, -1.698], [-2.651, 0.831, -0.614], [-1.952, -0.296, -0.470], [-2.070, -1.242, -1.439], [-1.312, -2.467, -1.263], [-0.548, -2.545, -0.160], [0.115, -3.673, 0.066], [0.094, -4.756, -0.805], [-0.654, -4.674, -1.955], [-1.386, -3.511, -2.189], [-2.227, -3.324, -3.350], [-2.403, -4.202, -4.328], [-4.247, 0.266, -3.545], [-4.024, 2.009, -1.738], [-2.543, 1.575, 0.154], [0.683, -3.742, 0.980], [0.668, -5.637, -0.562], [-0.701, -5.483, -2.671], [1.829, 3.370, -0.234], [0.330, 3.546, -0.098], [-0.414, 2.589, -0.845], [-0.420, 2.818, -2.253], [0.223, 1.669, -3.001], [2.345, 4.102, 0.389], [2.162, 3.513, -1.263], [2.130, 2.371, 0.083], [0.027, 4.557, -0.392], [0.027, 3.411, 0.943], [0.083, 3.763, -2.476], [-1.463, 2.935, -2.567], [1.253, 1.515, -2.683], [0.208, 1.864, -4.075], [-0.320, 0.740, -2.812], [-1.414, -1.918, 2.593]], "forces_ev_per_angstrom": [[0.2, -0.2, 0.1], [0.0, 0.0, 0.0], [0.0, 0.0, 0.0], [0.0, 0.0, 0.0], [0.0, 0.0, 0.0], [0.0, 0.0, -0.1], [0.0, 0.0, 0.0], [-0.1, 0.0, 0.0], [-0.1, 0.0, 0.0], [0.1, 0.1, 0.0], [-0.2, -0.1, 0.0], [0.0, 0.0, 0.0], [0.0, 0.0, 0.0], [-0.1, 0.0, 0.0], [0.0, 0.0, 0.0], [0.0, 0.0, 0.0], [-0.1, 0.1, -0.1], [0.0, 0.0, 0.1], [0.1, 0.0, 0.0], [-0.2, 0.1, -0.1], [0.3, -0.2, 0.0], [-0.1, 0.0, 0.1], [0.0, 0.0, 0.0], [0.1, 0.0, -0.2], [0.0, 0.0, 0.0], [0.0, 0.0, 0.0], [0.0, 0.0, 0.0], [0.0, 0.0, 0.0], [0.1, -0.1, 0.0], [-0.1, 0.1, 0.0], [0.0, 0.1, 0.0], [0.0, 0.0, 0.0], [0.0, 0.0, 0.0], [0.0, 0.0, 0.0], [0.0, 0.0, 0.0], [0.1, 0.0, 0.0], [0.0, 0.0, -0.1], [0.0, 0.3, 0.1], [0.0, -0.1, 0.0], [0.0, 0.0, 0.0], [0.0, 0.0, 0.0], [0.0, 0.0, 0.0], [0.0, -0.1, 0.0], [0.0, 0.1, 0.0], [0.0, 0.0, 0.0], [0.0, 0.0, 0.0], [0.0, 0.0, 0.0], [0.0, 0.0, 0.0], [0.0, 0.0, 0.0], [0.0, 0.0, 0.0], [0.0, 0.0, 0.0], [0.0, 0.0, 0.0], [-0.1, 0.0, 0.0], [0.0, 0.0, 0.0], [0.0, 0.0, 0.0], [0.0, 0.0, 0.0], [0.0, 0.0, 0.0], [0.0, 0.0, 0.0], [0.0, 0.0, 0.0], [0.0, 0.0, 0.0], [0.0, 0.0, 0.0], [0.0, 0.0, 0.0], [0.0, 0.0, 0.0], [0.0, 0.0, 0.0], [0.0, 0.0, 0.0], [0.0, 0.0, 0.1]]}

[3]
{"formula": "C15H37NO8PRb", "method": "wB97M-V/def2-TZVPD", "charge": -2, "fmax_ev_per_a": 1.715, "multiplicity": 1, "relative_energy_kj_mol": 0.0, "e_tot_ha": -1615.9040, "symbols": ["Rb", "P", "O", "O", "O", "O", "C", "C", "C", "C", "C", "C", "N", "O", "C", "C", "C", "H", "H", "H", "H", "H", "H", "H", "H", "H", "H", "H", "H", "H", "H", "H", "H", "H", "H", "H", "C", "C", "O", "H", "H", "H", "H", "H", "H", "C", "C", "O", "H", "H", "H", "H", "H", "H", "C", "C", "O", "H", "H", "H", "H", "H", "H"], "positions_angstrom": [[2.037, -0.566, -1.286], [3.961, -1.503, -3.935], [3.963, 0.093, -3.995], [2.581, -2.111, -4.317], [4.108, -1.821, -2.375], [5.106, -2.053, -4.776], [-3.874, -0.137, 2.509], [-3.087, 1.022, 1.910], [-1.813, 0.456, 1.303], [-1.105, 1.389, 0.361], [-2.055, 1.801, -0.741], [-3.312, 2.488, -0.176], [-3.863, 1.630, 0.845], [-5.077, 2.164, 1.371], [-2.964, 3.916, 0.323], [-4.313, 2.577, -1.327], [-2.694, 1.999, 3.038], [-3.237, -0.635, 3.245], [-4.122, -0.868, 1.740], [-4.762, 0.210, 3.039], [-1.126, 0.112, 2.082], [-2.048, -0.474, 0.768], [-0.171, 0.962, 0.008], [-0.829, 2.320, 0.876], [-2.372, 0.908, -1.291], [-1.615, 2.485, -1.467], [-3.293, 4.042, 1.352], [-1.904, 4.157, 0.238], [-3.480, 4.677, -0.270], [-3.953, 3.180, -2.158], [-4.709, 1.602, -1.607], [-5.210, 3.116, -0.972], [-3.552, 2.573, 3.394], [-1.910, 2.680, 2.712], [-2.310, 1.419, 3.881], [-5.742, 1.601, 0.964], [-0.968, -3.072, 2.286], [0.456, -3.344, 1.800], [0.794, -2.408, 0.801], [-1.576, -2.720, 1.455], [-0.933, -2.280, 3.037], [-1.395, -3.970, 2.734], [0.596, -4.357, 1.412], [1.147, -3.253, 2.652], [1.561, -2.785, 0.317], [3.538, -5.474, 0.476], [3.841, -4.661, -0.771], [3.207, -3.410, -0.687], [3.994, -4.987, 1.342], [3.951, -6.484, 0.394], [2.466, -5.529, 0.685], [3.550, -5.157, -1.703], [4.927, -4.484, -0.789], [3.540, -2.857, -1.551], [4.511, 3.247, -1.390], [3.649, 2.979, -2.613], [2.975, 1.756, -2.510], [4.940, 2.322, -1.007], [4.009, 3.819, -0.601], [5.378, 3.892, -1.628], [4.249, 2.994, -3.527], [2.880, 3.767, -2.688], [3.462, 1.050, -3.189]], "forces_ev_per_angstrom": [[0.4, -0.1, -0.8], [-0.5, -0.3, -0.4], [-0.3, 0.0, 0.2], [0.0, 0.7, 0.2], [0.2, -0.5, 0.8], [0.0, 0.1, 0.4], [0.2, 0.0, 0.3], [0.5, 0.4, 0.5], [0.4, -1.0, -0.2], [0.0, 1.0, 0.1], [-0.3, -0.4, -0.2], [0.8, 0.4, -0.6], [-0.8, -1.0, -0.4], [0.2, 0.2, 0.1], [-0.3, 0.2, -0.2], [-1.4, 0.6, 0.8], [-0.1, -0.1, 0.1], [0.0, 0.0, 0.0], [-0.2, 0.1, 0.0], [-0.1, 0.0, -0.2], [-0.2, 0.2, 0.2], [-0.1, 0.2, -0.1], [-0.1, -0.1, -0.2], [0.2, -0.2, 0.2], [0.0, 0.1, 0.0], [0.2, 0.0, 0.0], [0.1, 0.1, 0.1], [0.1, -0.2, 0.2], [-0.1, -0.1, 0.0], [0.3, -0.4, -0.2], [0.5, -0.1, -0.3], [0.3, 0.0, 0.0], [0.0, 0.0, -0.1], [0.0, 0.1, 0.0], [0.0, 0.1, 0.0], [-0.1, 0.0, 0.0], [0.6, 0.0, 0.0], [0.1, 0.0, 0.2], [0.3, 0.0, -0.2], [-0.1, -0.2, 0.0], [-0.2, 0.0, 0.0], [-0.1, 0.0, 0.0], [-0.3, 0.0, 0.0], [0.0, 0.0, 0.0], [0.2, 0.0, -0.1], [0.0, 0.0, 0.1], [0.0, 0.7, 0.3], [-0.6, -0.2, 0.2], [0.0, 0.0, 0.0], [-0.1, 0.0, 0.0], [0.0, -0.1, -0.2], [0.0, -0.2, 0.1], [0.0, -0.2, -0.3], [0.5, 1.0, -0.4], [1.0, 0.9, 0.1], [-0.9, -0.5, 0.2], [-0.1, 0.9, 0.5], [-0.2, -0.1, 0.1], [-0.3, -0.4, 0.1], [-0.2, -0.1, -0.2], [0.1, 0.0, 0.0], [0.2, 0.2, -0.1], [0.1, -1.4, -0.6]]}

[4]
{"formula": "C3H3LiNaO3", "method": "wB97M-V/def2-TZVPD", "charge": 1, "fmax_ev_per_a": 2.521, "multiplicity": 1, "relative_energy_kj_mol": 0.0, "e_tot_ha": -511.4595, "symbols": ["O", "C", "C", "O", "C", "O", "Na", "H", "H", "H", "Li"], "positions_angstrom": [[-0.627, -0.321, -0.699], [0.478, 0.678, -0.650], [1.017, 0.509, 0.718], [-0.074, -0.368, 1.417], [-0.788, -0.906, 0.483], [-1.578, -1.837, 0.588], [-2.498, -2.078, -1.574], [1.186, 0.328, -1.416], [1.135, 1.348, 1.416], [1.993, 0.018, 0.781], [-0.244, 2.629, -1.064]], "forces_ev_per_angstrom": [[0.1, -0.1, -0.4], [-0.7, 1.3, -1.6], [-0.2, -0.9, 2.3], [2.0, 0.7, -0.1], [-0.7, -0.5, -0.9], [0.0, 0.3, 0.0], [0.3, 0.1, 0.6], [-0.1, 0.0, 0.5], [-0.6, 0.1, -0.4], [-0.3, -0.6, 0.0], [0.2, -0.3, 0.0]]}

[5]
{"formula": "C11H14BrCl2MoN5O6", "method": "wB97M-V/def2-TZVPD", "charge": 2, "fmax_ev_per_a": 0.685, "multiplicity": 1, "relative_energy_kj_mol": 66.7, "e_tot_ha": -4714.7476, "symbols": ["Mo", "N", "N", "C", "N", "N", "N", "O", "O", "H", "H", "H", "H", "H", "C", "C", "O", "O", "H", "H", "H", "Br", "C", "C", "C", "C", "C", "C", "C", "O", "O", "H", "H", "H", "H", "Cl", "C", "Cl", "H", "H"], "positions_angstrom": [[-1.190, 0.053, -0.029], [-0.572, -2.612, 1.149], [-1.701, -3.405, 0.886], [-2.844, -2.796, 0.572], [-3.979, -3.450, 0.464], [-2.699, -1.460, 0.380], [-3.729, -0.597, 0.385], [-3.249, 0.586, 0.352], [-4.885, -0.858, 0.400], [0.216, -2.923, 0.588], [-0.318, -2.667, 2.132], [-1.673, -4.409, 1.016], [-4.045, -4.426, 0.715], [-4.829, -2.968, 0.203], [-2.187, 1.927, -3.338], [-1.783, 1.205, -2.121], [-1.239, 1.774, -1.110], [-1.965, -0.055, -1.947], [-1.809, 2.945, -3.321], [-3.278, 1.939, -3.387], [-1.826, 1.388, -4.214], [2.607, 4.965, 0.084], [3.024, 3.376, 1.001], [4.211, 3.275, 1.719], [4.528, 2.100, 2.388], [3.668, 1.020, 2.338], [2.475, 1.134, 1.617], [2.145, 2.314, 0.947], [1.628, -0.038, 1.585], [1.717, -1.137, 1.979], [0.367, 0.238, 0.767], [4.886, 4.120, 1.754], [5.452, 2.033, 2.945], [3.903, 0.097, 2.851], [1.222, 2.408, 0.393], [0.311, -1.877, -1.643], [1.685, -1.076, -2.506], [1.506, 0.666, -2.490], [1.657, -1.452, -3.521], [2.590, -1.359, -1.984]], "forces_ev_per_angstrom": [[0.2, -0.6, 0.0], [0.0, 0.0, 0.2], [0.1, -0.1, 0.0], [0.1, 0.0, 0.0], [-0.1, 0.0, 0.0], [-0.2, 0.5, -0.3], [0.0, -0.6, 0.2], [0.4, 0.3, 0.1], [0.0, 0.1, 0.0], [-0.1, 0.0, 0.1], [0.0, 0.0, 0.0], [0.0, 0.1, 0.0], [0.0, 0.0, 0.0], [0.1, 0.0, 0.0], [0.0, 0.0, 0.0], [0.0, 0.1, 0.0], [-0.1, 0.0, -0.1], [-0.1, 0.0, -0.1], [0.0, 0.0, 0.0], [0.0, 0.0, 0.0], [0.0, 0.0, 0.0], [0.0, 0.0, 0.0], [0.0, 0.0, 0.0], [0.0, 0.0, 0.0], [0.0, 0.0, 0.0], [0.0, 0.0, 0.0], [0.0, 0.0, 0.1], [-0.1, 0.0, 0.0], [-0.1, 0.2, -0.7], [0.0, -0.2, 0.2], [-0.3, 0.0, 0.5], [0.0, 0.0, 0.0], [0.0, 0.0, 0.0], [0.0, 0.0, 0.0], [0.0, 0.0, 0.0], [0.1, 0.2, -0.1], [0.0, 0.0, 0.0], [0.0, 0.0, 0.0], [0.0, 0.0, 0.0], [0.0, 0.0, 0.0]]}